58
Properties=species:S:1:pos:R:3 method="wB97M-V/def2-TZVPD" energy_ev=-173561.8588 e_homo_ev=-11.5 e_lumo_ha=-0.105 homo_lumo_gap_ev=8.7 charge=+1 e_above_lowest_kcal_mol=0.00
Te -21.245 -2.563 1.386
Br -19.532 -3.998 5.231
Cu -20.120 -2.127 3.640
P -18.216 -0.990 4.124
F -17.729 -5.084 7.379
F -15.477 -4.287 8.294
F -14.430 -1.878 7.527
F -15.557 -0.570 5.649
C -15.750 -1.206 0.213
C -20.176 0.218 1.152
C -18.200 1.789 3.890
C -17.250 -3.970 6.857
C -17.205 -0.996 2.616
C -18.202 3.232 5.814
C -25.537 -2.393 0.696
C -23.776 -1.339 2.571
C -20.464 -0.900 0.376
C -18.233 0.683 4.755
C -23.263 -2.045 1.517
C -16.042 -3.571 7.380
C -17.889 -3.253 5.854
C -15.492 -2.386 6.973
C -26.016 -1.570 1.709
C -19.693 0.213 -1.582
C -19.611 1.321 0.548
C -16.050 -0.240 2.393
C -15.403 -0.276 1.173
C -18.174 3.038 4.459
C -18.358 2.132 6.669
C -17.539 -1.901 1.609
C -17.377 -2.050 5.390
C -16.193 -1.643 6.005
C -19.342 1.283 -0.804
C -25.130 -1.113 2.671
C -18.365 0.887 6.119
C -16.849 -2.020 0.429
C -24.165 -2.615 0.599
C -20.200 -0.938 -0.977
H -23.155 -0.907 3.357
H -18.142 3.912 3.801
H -18.446 0.032 6.814
H -20.340 0.121 2.222
H -19.389 2.192 1.117
H -18.419 -2.563 1.751
H -17.184 -2.711 -0.336
H -20.565 -1.766 -1.571
H -18.167 4.258 6.161
H -15.195 -1.313 -0.715
H -23.828 -3.259 -0.223
H -18.912 2.164 -1.241
H -18.115 1.669 2.847
H -14.550 0.337 1.015
H -25.538 -0.546 3.503
H -19.515 0.263 -2.625
H -18.368 2.244 7.772
H -27.049 -1.345 1.686
H -15.660 0.416 3.208
H -26.203 -2.802 -0.016